Entry 1:
Here is a molecular structure, C42H46Br2CeF5N3O3P2S in a non-equilibrium geometry from the Open Molecules 2025 dataset. Energies are from the ωB97M-V functional and the def2-TZVPD basis.

The total energy comes out at -250930.55635 eV. The relative energy (zero: lowest compared OMol25 entry of this formula, charge and spin) is 0.00 kcal/mol. The calculation puts the gap between HOMO and LUMO (spin up / spin down) at 6.28 / 6.28 eV. As for the total charge: -1. The lowest unoccupied orbital energy (spin up / spin down) comes out at 2.02 / 2.03 eV. The multiplicity is 2. As for the expectation value of S²: 0.751.

XYZ file:
```
105
C42H46Br2CeF5N3O3P2S | the Open Molecules 2025 dataset | the ωB97M-V functional and the def2-TZVPD basis
Ce 1.542 -0.079 -0.019
C 0.655 -1.359 4.809
C -0.241 -2.227 3.917
C -1.358 -2.898 4.776
P -0.721 -1.228 2.399
C -2.237 -2.179 1.664
C -3.563 -1.862 2.309
C -1.918 -3.679 1.701
C -1.264 0.424 2.961
C -2.147 0.481 4.028
C -2.581 1.709 4.527
C -3.638 1.810 5.585
C -1.972 2.881 4.074
C -1.067 2.872 3.025
C -0.750 1.662 2.353
N -0.074 1.605 1.154
C 0.274 2.793 0.511
C 1.156 3.748 1.077
C 1.542 4.838 0.310
C 1.159 4.987 -1.043
C 1.828 6.042 -1.872
C 0.245 4.053 -1.599
C -0.230 3.006 -0.811
P -1.254 1.685 -1.519
C -1.625 2.044 -3.353
C -0.436 1.639 -4.242
C -2.309 3.367 -3.780
C -2.980 1.881 -0.719
C -3.380 3.302 -0.348
C -4.078 1.186 -1.578
H 1.155 -2.029 5.567
H 0.085 -0.601 5.362
H 1.453 -0.926 4.205
H 0.404 -3.011 3.465
H -1.784 -2.145 5.471
H -0.923 -3.736 5.364
H -2.193 -3.276 4.192
H -2.230 -1.857 0.605
H -3.622 -2.212 3.378
H -4.360 -2.389 1.726
H -3.829 -0.780 2.288
H -2.440 -4.201 2.527
H -0.848 -3.847 1.757
H -2.226 -4.105 0.748
H -2.567 -0.440 4.437
H -4.473 1.118 5.398
H -4.065 2.812 5.652
H -3.225 1.518 6.581
H -2.295 3.832 4.471
H -0.676 3.791 2.654
H 1.597 3.597 2.065
H 2.102 5.623 0.823
H 2.039 6.963 -1.302
H 1.176 6.306 -2.701
H 2.763 5.661 -2.283
H -0.006 4.128 -2.646
H -2.403 1.266 -3.478
H 0.410 2.343 -4.165
H -0.766 1.603 -5.322
H -0.060 0.645 -3.973
H -1.953 4.248 -3.239
H -3.416 3.297 -3.639
H -2.107 3.576 -4.847
H -2.822 1.334 0.221
H -3.479 3.885 -1.275
H -2.645 3.807 0.324
H -4.339 3.317 0.215
H -4.542 1.863 -2.317
H -4.921 0.890 -0.883
H -3.731 0.271 -2.102
C 4.398 -2.974 0.885
C 3.321 -3.591 0.041
C 3.569 -4.946 -0.393
C 2.641 -5.628 -1.105
C 1.449 -4.936 -1.518
C 0.481 -5.514 -2.377
Br 0.687 -7.206 -3.063
C -0.695 -4.784 -2.685
C -0.830 -3.471 -2.285
Br -2.396 -2.628 -2.765
C 0.185 -2.809 -1.495
O 0.149 -1.521 -1.175
C 1.319 -3.571 -1.072
N 2.239 -2.909 -0.309
H 5.311 -2.875 0.273
H 4.617 -3.639 1.728
H 4.109 -1.979 1.259
H 4.517 -5.405 -0.141
H 2.856 -6.644 -1.358
H -1.501 -5.275 -3.269
O 2.592 -0.273 2.040
N 3.713 0.439 1.929
O 3.538 1.229 0.869
F 5.916 -1.935 -5.633
C 5.048 -1.192 -4.922
C 4.471 -0.056 -5.511
F 4.769 0.248 -6.811
C 3.693 0.810 -4.758
F 3.234 1.960 -5.299
C 3.405 0.523 -3.387
S 2.400 1.492 -2.357
C 3.992 -0.639 -2.850
F 3.728 -0.907 -1.498
C 4.824 -1.483 -3.568
F 5.432 -2.551 -3.042
```

Atomic partial charges in e from the Mulliken method, atoms 1 to 5: atom 1 (Ce): 0.877, atom 2 (C): -1.413, atom 3 (C): 0.647, atom 4 (C): -1.437, atom 5 (P): 0.465

Entry 2:
Here is C20H13F2N7 in the gas phase in a non-equilibrium geometry from the Open Molecules 2025 dataset. Energies are from the ωB97M-V functional and the def2-TZVPD basis.

The total energy comes out at -36815.32406 eV. The relative energy (zero: lowest compared OMol25 entry of this formula, charge and spin) is 0.00 kcal/mol. The calculation puts the gap between HOMO and LUMO at 7.81 eV. As for the total charge: 0. The lowest unoccupied orbital energy comes out at -0.90 eV. As for the SMILES: Fc1ccc(CNc2ncc3cc(-c4[nH]cnc5nncc4-5)ccc3n2)cc1F.

XYZ file:
```
42
C20H13F2N7 | the Open Molecules 2025 dataset | the ωB97M-V functional and the def2-TZVPD basis
F -6.241 1.849 -3.178
C -5.395 0.860 -2.907
C -5.788 -0.418 -3.220
C -4.939 -1.515 -3.022
C -3.693 -1.306 -2.385
C -2.771 -2.428 -2.037
N -1.448 -2.168 -2.580
C -0.413 -1.704 -1.823
N 0.457 -0.992 -2.473
C 1.402 -0.361 -1.769
C 1.424 -0.411 -0.377
C 2.287 0.329 0.455
C 2.203 0.162 1.849
C 3.198 0.808 2.753
N 3.959 0.045 3.657
C 4.992 0.652 4.402
N 5.265 1.939 4.361
C 4.462 2.730 3.529
N 4.508 4.018 3.233
N 3.600 4.325 2.238
C 2.960 3.222 1.883
C 3.446 2.155 2.697
C 1.246 -0.706 2.398
C 0.383 -1.415 1.545
C 0.494 -1.268 0.193
N -0.432 -1.908 -0.521
C -3.294 -0.013 -2.025
C -4.133 1.096 -2.272
F -3.750 2.351 -1.932
H -6.775 -0.537 -3.691
H -5.227 -2.508 -3.324
H -3.149 -3.342 -2.539
H -2.728 -2.623 -0.965
H -1.402 -1.768 -3.507
H 2.121 0.284 -2.275
H 3.030 0.975 -0.017
H 3.989 -0.962 3.543
H 5.613 0.049 5.068
H 2.176 3.189 1.117
H 1.149 -0.813 3.478
H -0.430 -2.022 1.949
H -2.357 0.152 -1.508
```

Atomic partial charges in e from the Mulliken method, atoms 1 to 5: atom 1 (F): -0.294, atom 2 (C): 0.421, atom 3 (C): -0.321, atom 4 (C): -0.844, atom 5 (C): 0.523

Entry 3:
Here is C5H9NO in the gas phase in a non-equilibrium geometry from the Open Molecules 2025 dataset. Energies are from the ωB97M-V functional and the def2-TZVPD basis.

The total energy comes out at -8863.15754 eV. The relative energy (zero: lowest compared OMol25 entry of this formula, charge and spin) is 139.63 kcal/mol. The calculation puts the gap between HOMO and LUMO at 8.53 eV. As for the total charge: 0. The lowest unoccupied orbital energy comes out at 0.84 eV.

XYZ file:
```
16
C5H9NO | the Open Molecules 2025 dataset | the ωB97M-V functional and the def2-TZVPD basis
C 0.758 1.132 1.482
C 0.004 0.813 0.220
C 0.788 0.706 -1.116
C 0.175 -0.674 -1.271
C -0.540 -0.614 -0.004
N -1.465 -1.311 0.577
O -1.981 -2.189 -0.404
H 1.092 2.174 1.485
H 1.644 0.492 1.573
H 0.118 0.964 2.351
H -0.866 1.460 0.081
H 0.475 1.457 -1.856
H 1.882 0.735 -1.063
H 0.585 -1.227 0.039
H -0.069 -1.197 -2.200
H -2.603 -2.719 0.107
```

Atomic partial charges in e from the Mulliken method, atoms 1 to 5: atom 1 (C): -1.411, atom 2 (C): 0.545, atom 3 (C): -0.572, atom 4 (C): -0.515, atom 5 (C): 0.187

Entry 4:
Here is C11H11ClN2 in the gas phase in a non-equilibrium geometry from the Open Molecules 2025 dataset. Energies are from the ωB97M-V functional and the def2-TZVPD basis.

The total energy comes out at -27083.23849 eV. The relative energy (zero: lowest compared OMol25 entry of this formula, charge and spin) is 76.79 kcal/mol. The calculation puts the gap between HOMO and LUMO (spin up / spin down) at 6.95 / 6.95 eV. As for the total charge: 0. The lowest unoccupied orbital energy (spin up / spin down) comes out at -0.53 / -0.54 eV.

XYZ file:
```
25
C11H11ClN2 | the Open Molecules 2025 dataset | the ωB97M-V functional and the def2-TZVPD basis
C -3.799 0.860 0.637
C -3.599 -0.409 1.188
C -2.771 1.544 0.097
C -2.395 -1.072 1.235
C -0.229 1.717 0.218
C -1.411 0.966 0.316
C -1.261 -0.324 0.852
C 1.407 -0.189 -1.055
C 2.911 -0.275 -1.170
C 1.094 -0.571 0.418
C 3.380 -0.595 0.340
N -0.017 -0.870 0.973
N 2.241 -0.986 0.969
Cl 4.234 0.919 1.098
H -4.718 1.386 0.706
H -4.593 -0.980 1.512
H -2.884 2.535 -0.346
H -2.287 -1.937 1.798
H 2.097 -0.941 2.029
H 1.117 0.743 -1.397
H 1.100 -0.980 -1.752
H 3.199 -1.146 -1.848
H 3.331 0.736 -1.473
H -0.161 2.739 -0.281
H 4.255 -1.411 0.475
```

Atomic partial charges in e from the Mulliken method, atoms 1 to 5: atom 1 (C): -0.466, atom 2 (C): -0.129, atom 3 (C): -0.656, atom 4 (C): -0.706, atom 5 (C): -1.358

Entry 5:
Here is 2 unconnected molecules or ions with the total composition C7H10Cl2Si2 in a non-equilibrium geometry from the Open Molecules 2025 dataset. Energies are from the ωB97M-V functional and the def2-TZVPD basis.

The total energy comes out at -48220.84288 eV. The relative energy (zero: lowest compared OMol25 entry of this formula, charge and spin) is 50.57 kcal/mol. The calculation puts the gap between HOMO and LUMO at 8.50 eV. As for the total charge: 0. The lowest unoccupied orbital energy comes out at 0.16 eV. As for the SMILES: Cl[SiH](Cl)c1ccccc1.C=[SiH2].

XYZ file:
```
21
C7H10Cl2Si2 | the Open Molecules 2025 dataset | the ωB97M-V functional and the def2-TZVPD basis
Cl -1.119 -1.976 1.164
Si 0.618 -2.585 0.424
Cl 0.453 -3.634 -1.316
C 1.676 -1.045 0.123
C 2.614 -0.724 1.127
C 3.537 0.321 0.918
C 3.492 1.050 -0.217
C 2.565 0.749 -1.205
C 1.610 -0.248 -1.026
H 1.200 -3.428 1.377
H 2.591 -1.428 2.080
H 4.200 0.549 1.735
H 4.253 1.897 -0.261
H 2.546 1.347 -2.118
H 0.859 -0.286 -1.759
C -3.582 1.244 0.626
Si -4.834 0.112 0.017
H -3.356 2.052 -0.043
H -2.970 0.975 1.380
H -4.631 -1.407 0.496
H -6.028 0.496 -0.973
```

Atomic partial charges in e from the Mulliken method, atoms 1 to 5: atom 1 (Cl): -0.197, atom 2 (Si): 0.673, atom 3 (Cl): -0.255, atom 4 (C): 0.482, atom 5 (C): -0.428

Entry 6:
Here is a gas-phase ion, C10H17N3 (charge +2) in a non-equilibrium geometry from the Open Molecules 2025 dataset. Energies are from the ωB97M-V functional and the def2-TZVPD basis.

The total energy comes out at -15098.18138 eV. The relative energy (zero: lowest compared OMol25 entry of this formula, charge and spin) is 39.96 kcal/mol. The calculation puts the gap between HOMO and LUMO at 9.42 eV. As for the total charge: +2. The lowest unoccupied orbital energy comes out at -6.71 eV. As for the SMILES: CN1C=[NH+][C@@]2(C)C(C[NH3+])=CC=C[C@@H]12.

XYZ file:
```
30
C10H17N3 | the Open Molecules 2025 dataset | the ωB97M-V functional and the def2-TZVPD basis
C -3.646 0.302 -0.285
N -2.282 -0.272 -0.362
C -1.742 -1.080 -1.218
N -0.454 -1.317 -0.950
C -0.098 -0.586 0.268
C 0.315 -1.533 1.374
C 1.226 0.218 -0.031
C 2.467 -0.542 -0.654
N 3.724 0.106 -0.442
C 1.057 1.544 0.073
C -0.124 2.283 0.506
C -1.258 1.681 0.785
C -1.317 0.235 0.660
H -3.963 0.792 0.607
H -3.583 0.984 -1.159
H -4.354 -0.456 -0.583
H -2.366 -1.397 -2.098
H 0.107 -1.908 -1.512
H 0.455 -1.000 2.224
H 1.251 -2.099 1.079
H -0.447 -2.360 1.650
H 2.368 -0.583 -1.698
H 2.527 -1.543 -0.333
H 4.560 -0.392 -0.982
H 4.155 0.110 0.561
H 3.662 1.102 -0.682
H 1.762 2.236 -0.293
H -0.050 3.355 0.731
H -2.197 2.194 1.110
H -1.756 -0.078 1.654
```

Atomic partial charges in e from the Mulliken method, atoms 1 to 5: atom 1 (C): -0.937, atom 2 (N): 0.115, atom 3 (C): -0.150, atom 4 (N): -0.090, atom 5 (C): 1.664

Entry 7:
Here is 2 unconnected molecules or ions with the total composition C11H10OS in a non-equilibrium geometry from the Open Molecules 2025 dataset. Energies are from the ωB97M-V functional and the def2-TZVPD basis.

The total energy comes out at -24445.90518 eV. The relative energy (zero: lowest compared OMol25 entry of this formula, charge and spin) is 99.18 kcal/mol. The calculation puts the gap between HOMO and LUMO at 8.13 eV. As for the total charge: 0. The lowest unoccupied orbital energy comes out at 0.75 eV.

XYZ file:
```
23
C11H10OS | the Open Molecules 2025 dataset | the ωB97M-V functional and the def2-TZVPD basis
C -1.789 -1.879 -1.384
C -0.446 -1.517 -1.752
C -2.183 -1.731 -0.085
C 0.474 -1.292 -0.746
C -1.271 -1.267 0.879
C 0.114 -1.079 0.614
C -0.568 1.713 -0.261
C -0.485 2.892 0.320
C 2.427 2.146 -0.238
C 0.489 1.873 0.729
C 1.208 -0.599 1.545
O 2.562 2.014 -1.409
S 0.791 1.056 2.263
H -2.546 -2.227 -2.036
H 0.085 -1.503 -2.705
H -3.211 -1.954 0.323
H 1.625 -1.218 -1.010
H -1.878 -1.198 1.809
H -1.037 1.136 -0.971
H -0.775 3.914 0.434
H 3.188 2.545 0.442
H 1.231 -1.313 2.404
H 1.994 -0.512 0.836
```

Atomic partial charges in e from the Mulliken method, atoms 1 to 5: atom 1 (C): -0.444, atom 2 (C): -0.800, atom 3 (C): -0.329, atom 4 (C): 0.058, atom 5 (C): 0.049

Entry 8:
Here is a molecular structure, C13H20Cl2FeO3P in a non-equilibrium geometry from the Open Molecules 2025 dataset. Energies are from the ωB97M-V functional and the def2-TZVPD basis.

The total energy comes out at -88663.04501 eV. The relative energy (zero: lowest compared OMol25 entry of this formula, charge and spin) is 9.88 kcal/mol. The calculation puts the gap between HOMO and LUMO (spin up / spin down) at 8.31 / 7.97 eV. As for the total charge: +1. The lowest unoccupied orbital energy (spin up / spin down) comes out at -2.77 / -3.15 eV. The multiplicity is 5. As for the expectation value of S²: 6.013.

XYZ file:
```
40
C13H20Cl2FeO3P | the Open Molecules 2025 dataset | the ωB97M-V functional and the def2-TZVPD basis
Fe 0.029 1.100 0.220
C -3.551 -4.872 1.016
O -2.253 -4.981 0.409
C -1.366 -3.964 0.256
C -0.110 -4.350 -0.168
C 0.792 -3.347 -0.545
C 0.543 -1.950 -0.440
C 1.552 -1.026 -0.846
C 2.822 -1.606 -1.396
O 1.447 0.214 -0.793
C -0.787 -1.607 0.074
O -1.145 -0.349 0.176
C -1.675 -2.598 0.454
H -3.848 -5.862 1.220
H -4.221 -4.357 0.259
H -3.536 -4.179 1.805
H 0.080 -5.462 -0.373
H 1.776 -3.728 -0.853
H 3.407 -2.157 -0.580
H 3.496 -0.780 -1.770
H 2.736 -2.404 -2.162
H -2.638 -2.331 0.836
Cl -0.427 2.466 3.155
C 1.065 1.614 3.520
Cl 1.419 0.402 2.256
H 0.958 1.158 4.451
H 1.883 2.295 3.302
C -1.235 4.566 -0.185
P 0.025 3.342 -0.635
C 1.516 4.343 -0.368
C 0.019 3.191 -2.423
H -0.941 5.591 -0.570
H -1.482 4.489 0.830
H -2.088 4.174 -0.738
H 1.713 4.951 -1.268
H 2.367 3.641 -0.341
H 1.507 4.778 0.564
H 0.186 4.191 -2.809
H -0.907 2.763 -2.803
H 0.872 2.639 -2.737
```

Atomic partial charges in e from the Mulliken method, atoms 1 to 5: atom 1 (Fe): 0.560, atom 2 (C): -0.774, atom 3 (O): -0.395, atom 4 (C): 0.874, atom 5 (C): -1.044